1.
100
Properties=species:S:1:pos:R:3 method="wB97M-V/def2-TZVPD" fmax_ev_per_a=3.63 multiplicity=4 e_homo_ev="-5.896 / -5.971" charge=-1 gap_ha="0.2840 / 0.2793"
Cr 1.870 -21.455 -18.160
Li 3.668 -24.153 -18.929
P 2.846 -22.296 -20.482
O 3.660 -21.553 -21.459
O 2.656 -23.792 -20.585
O 1.502 -21.523 -20.008
O 3.414 -22.173 -18.962
S 1.968 -23.538 -16.586
O 2.583 -22.152 -16.413
O 2.936 -24.445 -17.193
O 1.403 -24.018 -15.362
O 0.959 -23.126 -17.664
C 6.490 -23.817 -19.222
C 6.304 -25.303 -18.890
N 4.972 -25.789 -19.253
C 4.799 -25.931 -20.710
C 5.493 -27.139 -21.347
C 4.619 -26.995 -18.522
C 3.154 -27.372 -18.676
H 5.914 -23.182 -18.546
H 6.187 -23.568 -20.241
H 7.541 -23.538 -19.136
H 7.092 -25.891 -19.387
H 6.452 -25.418 -17.815
H 3.725 -25.990 -20.890
H 5.082 -25.005 -21.207
H 6.486 -27.309 -20.925
H 4.933 -28.053 -21.138
H 5.563 -26.986 -22.422
H 4.837 -26.817 -17.468
H 5.250 -27.852 -18.816
H 2.838 -28.046 -17.879
H 2.972 -27.885 -19.624
H 2.507 -26.496 -18.637
C -4.297 -26.687 -18.646
C -3.395 -26.510 -17.433
N -2.536 -25.331 -17.499
C -1.479 -25.358 -16.495
C -0.551 -26.566 -16.603
C -3.318 -24.108 -17.385
C -2.495 -22.841 -17.648
H -3.737 -26.830 -19.570
H -4.984 -25.852 -18.795
H -4.954 -27.549 -18.498
H -4.031 -26.484 -16.526
H -2.750 -27.383 -17.362
H -1.815 -25.247 -15.449
H -0.845 -24.507 -16.740
H -0.209 -26.681 -17.635
H -1.021 -27.505 -16.299
H 0.320 -26.404 -15.969
H -4.099 -24.159 -18.138
H -3.750 -24.016 -16.369
H -3.198 -22.026 -17.838
H -1.799 -22.622 -16.847
H -1.932 -22.953 -18.578
C 8.674 -21.843 -16.580
C 8.343 -20.406 -16.235
N 7.098 -19.942 -16.802
C 6.894 -18.508 -16.727
C 7.957 -17.683 -17.447
C 5.914 -20.689 -16.393
C 5.573 -20.683 -14.899
H 7.931 -22.549 -16.206
H 9.629 -22.142 -16.142
H 8.739 -21.974 -17.660
H 8.374 -20.267 -15.132
H 9.149 -19.771 -16.602
H 5.940 -18.304 -17.217
H 6.840 -18.179 -15.672
H 8.950 -17.819 -17.027
H 7.954 -17.917 -18.511
H 7.688 -16.627 -17.357
H 6.052 -21.728 -16.689
H 5.067 -20.325 -16.974
H 4.617 -21.189 -14.758
H 5.457 -19.665 -14.515
H 6.347 -21.177 -14.311
C -3.507 -20.479 -14.830
C -2.017 -20.296 -14.625
N -1.482 -21.108 -13.539
C -1.326 -22.497 -13.995
C -0.807 -23.456 -12.952
C -0.223 -20.555 -13.030
C 0.928 -20.492 -14.037
H -3.771 -21.523 -15.001
H -3.820 -19.920 -15.715
H -4.049 -20.128 -13.952
H -1.467 -20.450 -15.569
H -1.829 -19.246 -14.370
H -2.313 -22.851 -14.303
H -0.676 -22.554 -14.881
H -1.428 -23.465 -12.052
H -0.799 -24.465 -13.368
H 0.226 -23.260 -12.665
H 0.080 -21.236 -12.234
H -0.391 -19.575 -12.582
H 1.807 -20.017 -13.594
H 0.663 -19.861 -14.895
H 1.238 -21.460 -14.423


2.
104
Properties=species:S:1:pos:R:3 method="wB97M-V/def2-TZVPD" fmax_ev_per_a=7.19 multiplicity=1 e_homo_ev=-8.175 smiles="CN(C)P(=O)(N(C)C)N(C)C.CN(C)P(=O)(N(C)C)N(C)C.CN(C)P(=O)(N(C)C)N(C)C.O=C(Nc1ccccn1)OO" gap_ha=0.3010
C 1.538 -0.516 -1.950
N 1.275 -0.750 -0.542
C 2.444 -1.384 0.062
P -0.244 -1.223 0.141
O 0.040 -0.709 1.532
N -1.478 -0.067 -0.262
C -1.199 1.082 -1.102
C -2.332 0.314 0.854
N -0.641 -2.198 -1.266
C -2.051 -2.308 -1.685
C -0.162 -3.591 -1.067
H 1.577 -1.443 -2.541
H 2.504 -0.022 -2.064
H 0.818 0.146 -2.416
H 2.653 -2.373 -0.374
H 2.309 -1.508 1.135
H 3.330 -0.759 -0.076
H -0.345 1.671 -0.744
H -2.072 1.737 -1.143
H -1.027 0.780 -2.137
H -1.866 1.079 1.485
H -2.563 -0.547 1.481
H -3.287 0.703 0.489
H -2.716 -2.582 -0.864
H -2.135 -3.071 -2.463
H -2.403 -1.383 -2.129
H -0.714 -4.103 -0.274
H 0.897 -3.601 -0.798
H -0.263 -4.165 -1.988
C -1.961 3.601 5.911
N -2.979 2.671 5.460
C -2.349 1.397 5.115
P -4.359 3.075 4.518
O -5.239 1.895 4.813
N -5.318 4.290 5.309
C -4.914 4.866 6.577
C -6.755 4.038 5.304
N -3.541 4.291 3.561
C -4.306 5.455 3.081
C -2.935 3.654 2.363
H -1.296 3.937 5.103
H -1.338 3.113 6.663
H -2.378 4.481 6.390
H -1.644 1.492 4.278
H -3.101 0.656 4.843
H -1.805 0.996 5.973
H -4.708 4.106 7.341
H -5.696 5.526 6.957
H -4.039 5.510 6.455
H -7.060 3.342 6.094
H -7.075 3.623 4.349
H -7.295 4.978 5.443
H -5.235 5.173 2.580
H -3.694 6.019 2.374
H -4.538 6.137 3.893
H -3.702 3.288 1.674
H -2.311 2.807 2.648
H -2.291 4.356 1.833
C 6.146 -0.153 -6.195
N 4.939 0.075 -5.425
C 5.096 -0.517 -4.099
P 3.334 0.050 -6.046
O 2.618 0.830 -4.980
N 3.169 1.203 -7.335
C 4.293 2.002 -7.786
C 1.961 2.019 -7.277
N 3.629 -1.244 -7.187
C 2.894 -1.248 -8.465
C 3.362 -2.557 -6.543
H 6.286 -1.206 -6.477
H 7.012 0.140 -5.597
H 6.189 0.445 -7.099
H 5.221 -1.608 -4.141
H 4.233 -0.299 -3.473
H 5.968 -0.094 -3.594
H 4.785 2.542 -6.967
H 3.960 2.735 -8.524
H 5.026 1.387 -8.314
H 2.061 2.866 -6.588
H 1.104 1.427 -6.958
H 1.730 2.408 -8.272
H 1.816 -1.130 -8.333
H 3.074 -2.196 -8.978
H 3.255 -0.470 -9.129
H 2.300 -2.692 -6.319
H 3.916 -2.649 -5.606
H 3.689 -3.372 -7.188
O 2.903 -5.974 4.327
C 2.525 -4.876 4.093
N 1.593 -4.518 3.091
C 0.303 -4.557 3.788
C -0.127 -3.367 4.374
C -1.320 -3.432 5.083
C -1.953 -4.667 5.127
C -1.457 -5.774 4.481
N -0.303 -5.725 3.800
O 2.907 -3.758 4.776
O 3.745 -4.136 5.851
H 1.605 -5.216 2.358
H 0.439 -2.451 4.309
H -1.729 -2.565 5.579
H -2.878 -4.764 5.683
H -1.968 -6.726 4.523
H 4.626 -4.168 5.450


3.
96
Properties=species:S:1:pos:R:3 method="wB97M-V/def2-TZVPD" fmax_ev_per_a=2.90 multiplicity=1 e_homo_ev=-9.306 smiles="CC(C)=O.CC(C)=O.CC(C)=O.CC(C)=O.CC(C)=O.CC(C)=O.CO.CO.CO.CO.CO.CO" gap_ha=0.3496
C 7.537 4.302 -1.411
C 6.391 3.408 -1.020
C 6.493 1.936 -1.135
O 5.405 3.934 -0.561
H 7.653 4.239 -2.493
H 8.446 4.059 -0.860
H 7.258 5.342 -1.240
H 7.409 1.717 -1.683
H 5.554 1.690 -1.630
H 6.507 1.441 -0.164
C -2.358 -2.018 -6.372
C -2.546 -0.579 -6.757
C -3.595 -0.352 -7.825
O -2.006 0.378 -6.188
H -1.909 -2.039 -5.380
H -1.771 -2.593 -7.089
H -3.241 -2.657 -6.362
H -4.593 -0.479 -7.405
H -3.479 -1.179 -8.525
H -3.509 0.609 -8.332
C 0.422 -1.247 -0.860
C -0.300 -1.310 0.484
C 0.286 -0.530 1.674
O -1.322 -1.997 0.549
H 1.490 -1.036 -0.796
H 0.008 -0.460 -1.491
H 0.310 -2.173 -1.424
H 1.253 -0.131 1.368
H 0.394 -1.229 2.504
H -0.379 0.238 2.071
C 2.378 -5.845 2.660
C 3.570 -5.075 3.202
C 4.839 -5.847 3.515
O 3.522 -3.842 3.315
H 1.537 -5.162 2.772
H 2.048 -6.630 3.341
H 2.465 -6.040 1.591
H 5.657 -5.155 3.715
H 5.143 -6.573 2.760
H 4.639 -6.461 4.393
C -5.042 -1.513 3.569
C -5.360 -3.022 3.443
C -4.258 -3.963 3.843
O -6.443 -3.426 3.041
H -5.403 -1.109 4.515
H -5.476 -0.931 2.756
H -3.956 -1.442 3.617
H -3.297 -3.463 3.964
H -4.279 -4.689 3.030
H -4.522 -4.468 4.772
C -7.824 -1.265 -3.144
C -6.871 -2.384 -2.818
C -5.791 -2.109 -1.813
O -6.982 -3.505 -3.255
H -8.796 -1.521 -3.566
H -7.340 -0.495 -3.744
H -8.094 -0.742 -2.226
H -6.202 -2.245 -0.813
H -5.295 -1.140 -1.873
H -5.073 -2.921 -1.925
C 0.453 3.211 6.757
O 0.711 1.864 6.372
H 1.142 3.857 6.214
H -0.567 3.554 6.579
H 0.593 3.369 7.827
H 1.664 1.761 6.428
C -4.083 3.273 3.531
O -4.071 3.473 2.125
H -3.468 2.382 3.663
H -3.563 4.090 4.031
H -5.109 3.151 3.877
H -3.149 3.608 1.896
C 0.705 4.481 1.560
O -0.350 4.299 0.724
H 0.442 4.613 2.610
H 1.321 3.587 1.463
H 1.255 5.360 1.223
H -0.022 4.087 -0.153
C 2.886 -0.664 -6.176
O 4.071 -0.406 -5.416
H 2.672 0.153 -6.865
H 2.987 -1.638 -6.654
H 2.050 -0.702 -5.478
H 4.187 -1.200 -4.889
C 1.081 3.698 -3.739
O -0.230 3.360 -3.519
H 1.273 4.274 -4.645
H 1.483 4.292 -2.918
H 1.707 2.825 -3.919
H -0.440 2.768 -4.244
C 5.160 1.760 4.228
O 4.749 1.817 5.576
H 4.990 0.754 3.845
H 4.541 2.457 3.663
H 6.238 1.781 4.070
H 5.381 2.347 6.068


4.
101
Properties=species:S:1:pos:R:3 method="wB97M-V/def2-TZVPD" fmax_ev_per_a=3.28 multiplicity=1 e_homo_ev=-7.640 gap_ha=0.3010
Ag 0.675 0.163 -0.253
C 0.926 -3.749 -0.313
O 1.309 -3.762 -1.717
O 0.906 -2.380 0.050
C -0.429 -4.658 -0.179
F -0.160 -5.963 -0.128
F -1.179 -4.297 0.925
F -1.250 -4.494 -1.188
C 2.189 -4.804 -2.173
C 2.059 -4.740 -3.729
H 1.109 -5.049 -4.165
H 2.420 -3.800 -4.146
H 2.742 -5.450 -4.194
H 1.962 -5.823 -1.859
H 3.162 -4.544 -1.756
H 1.728 -4.182 0.284
C 1.179 0.998 -4.938
C 0.392 1.248 -3.615
C -1.100 1.503 -3.868
O -1.295 2.701 -4.635
C -2.624 2.858 -4.940
N 0.575 0.064 -2.736
H 0.819 0.063 -5.369
H 2.204 0.916 -4.577
H 0.957 1.786 -5.658
H 0.871 2.104 -3.139
H -1.657 1.507 -2.931
H -1.560 0.667 -4.396
H -2.796 3.823 -5.418
H -3.202 2.858 -4.015
H -3.073 2.022 -5.477
H 0.236 -0.793 -3.149
H 1.575 -0.066 -2.796
C -3.653 0.307 -1.261
C -3.010 -0.616 -0.165
C -3.582 -2.077 -0.107
O -4.931 -1.955 0.364
C -5.828 -2.102 -0.682
N -1.640 -0.678 -0.581
H -4.649 0.645 -0.978
H -3.676 -0.205 -2.224
H -3.097 1.243 -1.314
H -3.203 -0.197 0.823
H -3.119 -2.586 0.738
H -3.382 -2.613 -1.035
H -6.793 -1.985 -0.190
H -5.901 -3.049 -1.217
H -5.786 -1.387 -1.504
H -1.134 -1.509 -0.311
H -1.671 -0.738 -1.589
C -1.710 -1.476 3.546
C -0.259 -1.244 3.820
C 0.454 -2.495 4.327
O 1.725 -2.054 4.912
C 2.098 -2.787 6.067
N 0.298 -0.863 2.540
H -1.830 -2.383 2.953
H -2.115 -0.516 3.225
H -2.252 -1.702 4.464
H -0.248 -0.418 4.531
H 0.666 -3.192 3.516
H -0.272 -2.983 4.976
H 1.361 -2.561 6.837
H 3.098 -2.416 6.292
H 1.990 -3.869 5.992
H 0.146 -1.596 1.861
H 1.307 -0.836 2.576
C 4.392 1.931 -1.674
C 4.226 1.246 -0.364
C 3.969 2.118 0.900
O 4.996 2.997 1.264
C 4.941 3.677 2.503
N 3.193 0.251 -0.536
H 5.190 2.665 -1.558
H 3.503 2.388 -2.110
H 4.852 1.269 -2.408
H 5.142 0.684 -0.180
H 3.578 1.465 1.681
H 3.214 2.849 0.614
H 3.923 3.964 2.768
H 5.615 4.505 2.284
H 5.394 3.010 3.236
H 3.440 -0.191 -1.410
H 3.412 -0.441 0.167
C 0.595 2.682 2.337
C -0.759 2.590 1.658
C -1.545 3.890 2.102
O -2.789 4.048 1.471
C -3.347 5.280 1.870
N -0.606 2.422 0.275
H 0.601 2.552 3.420
H 1.089 3.577 1.959
H 1.247 1.892 1.965
H -1.166 1.619 1.943
H -0.935 4.762 1.864
H -1.730 3.803 3.173
H -2.662 6.125 1.794
H -3.790 5.437 2.854
H -4.216 5.565 1.277
H -0.488 3.339 -0.131
H -1.548 2.194 -0.010